C20H28AsF6N3OSSn as an isolated structure. Source: the Open Molecules 2025 dataset; level of theory: wB97M-V/def2-TZVPD.

Each line ends with the natural charge from an NBO analysis.
Atoms and positions in Å:
1 Sn -0.886 0.833 -2.980  1.6757
2 C -2.259 -2.043 0.245  -0.4322
3 N -1.054 -1.760 1.046  -0.2130
4 C 0.147 -2.402 0.515  -0.4231
5 C -1.152 -1.239 2.281  0.2712
6 C -2.457 -0.910 2.780  -0.1880
7 C -2.676 -0.539 4.071  -0.1731
8 C -1.598 -0.460 4.968  -0.0603
9 C -0.312 -0.686 4.515  -0.2353
10 C -0.031 -1.014 3.188  0.1289
11 N 1.311 -1.259 2.885  -0.3877
12 C 2.200 -0.389 3.229  0.3073
13 C 1.919 1.004 3.545  -0.2534
14 C 2.763 1.711 4.308  -0.1558
15 C 3.951 1.084 4.849  -0.0635
16 C 4.338 -0.160 4.502  -0.2771
17 C 3.603 -0.893 3.502  0.3104
18 N 4.104 -1.964 2.952  -0.2176
19 C 3.704 -2.490 1.648  -0.4113
20 C 5.290 -2.652 3.496  -0.4300
21 H -2.683 -3.005 0.538  0.2508
22 H -1.963 -2.099 -0.797  0.2194
23 H -3.001 -1.263 0.345  0.2474
24 H 0.290 -3.370 1.001  0.2466
25 H 1.026 -1.798 0.688  0.2238
26 H 0.020 -2.570 -0.549  0.2283
27 H -3.309 -1.000 2.131  0.2459
28 H -3.684 -0.335 4.403  0.2637
29 H -1.760 -0.219 6.010  0.2566
30 H 0.509 -0.641 5.217  0.2432
31 H 1.007 1.433 3.153  0.2497
32 H 2.565 2.748 4.543  0.2615
33 H 4.579 1.660 5.516  0.2629
34 H 5.279 -0.543 4.862  0.2584
35 H 4.576 -2.424 0.996  0.2440
36 H 2.900 -1.900 1.238  0.2135
37 H 3.412 -3.535 1.741  0.2423
38 H 6.192 -2.302 2.992  0.2479
39 H 5.167 -3.715 3.300  0.2492
40 H 5.371 -2.505 4.566  0.2402
41 O -0.497 1.405 -4.931  -1.1423
42 S -0.616 1.917 -6.414  1.2654
43 C -1.821 0.863 -7.235  -0.5722
44 C -2.467 1.778 -8.288  -0.4268
45 C -2.330 3.259 -7.843  -0.4295
46 C -1.756 3.307 -6.424  -0.5736
47 H -2.523 0.542 -6.462  0.2359
48 H -1.310 -0.002 -7.651  0.2703
49 H -3.511 1.493 -8.397  0.2570
50 H -1.995 1.627 -9.256  0.2504
51 H -3.291 3.769 -7.849  0.2644
52 H -1.680 3.805 -8.524  0.2458
53 H -2.502 3.113 -5.650  0.2393
54 H -1.211 4.220 -6.198  0.2717
55 F -1.299 1.212 -0.443  -0.6450
56 As -2.939 1.828 -0.789  2.8400
57 F -3.020 0.425 -1.930  -0.6476
58 F -3.586 0.901 0.470  -0.5901
59 F -4.398 2.390 -1.405  -0.5525
60 F -2.589 3.215 0.089  -0.5583
61 F -2.055 2.543 -2.308  -0.6695

Force components x, y, z for each atom (eV/Å):
Sn 0.4 -0.2 -0.3
C 0.1 0.0 0.0
N -0.1 -0.1 0.0
C 0.1 0.0 0.2
C 0.0 0.0 0.1
C 0.0 0.0 0.0
C 0.0 0.0 0.0
C 0.0 0.0 0.0
C 0.0 0.0 -0.1
C 0.0 0.0 0.0
N 0.1 0.1 0.2
C -0.1 -0.3 -0.2
C 0.0 0.2 0.1
C -0.2 0.0 -0.1
C 0.1 -0.1 0.0
C 0.0 0.1 0.0
C -0.1 -0.2 0.0
N 0.1 0.2 0.0
C -0.1 0.0 0.0
C 0.0 0.0 0.0
H 0.0 0.0 0.0
H 0.0 0.0 0.0
H 0.0 0.0 0.0
H 0.0 0.0 0.0
H 0.0 0.1 0.0
H 0.0 0.0 0.0
H 0.0 0.0 0.0
H 0.0 0.0 0.0
H 0.0 0.0 0.0
H 0.0 0.0 0.0
H 0.0 0.0 0.0
H 0.0 0.0 0.0
H 0.0 0.0 0.0
H 0.0 0.0 0.0
H 0.0 -0.1 0.0
H 0.0 0.0 0.0
H -0.1 0.0 0.0
H 0.0 0.0 0.0
H 0.0 0.0 0.0
H 0.0 0.0 0.0
O -0.4 0.1 -0.1
S 0.0 0.1 0.1
C 0.0 0.0 0.0
C 0.0 0.0 0.0
C 0.0 0.0 0.0
C 0.0 0.0 0.0
H 0.0 0.0 0.0
H 0.0 0.0 0.0
H 0.0 0.0 0.0
H 0.0 0.0 0.0
H 0.0 0.0 0.0
H 0.0 0.0 0.0
H 0.0 0.0 0.0
H 0.0 0.0 0.0
F -0.3 0.0 0.0
As 0.0 0.3 -0.2
F 0.0 -0.1 0.1
F 0.0 0.0 0.0
F 0.1 0.0 0.0
F 0.0 0.0 0.0
F 0.1 0.0 0.1

* relative energy (zero: lowest compared OMol25 entry of this formula, charge and spin): 0.0 kcal/mol
* maximum force: 0.566 eV/A
* HOMO level (spin up / spin down): -16.59 / -16.92 eV
* HOMO-LUMO gap (spin up / spin down): 6.69 / 6.30 eV
* 2S+1: 2
* charge: +3
* E_LUMO (spin up / spin down): -9.9 / -10.6 eV

C24H17Cl2F5N6O3PdS as an isolated structure. Source: the Open Molecules 2025 dataset; level of theory: wB97M-V/def2-TZVPD.

Each line ends with the natural charge from an NBO analysis.
Atoms and positions in Å:
1 Pd -0.454 0.950 -0.871  1.2387
2 N -0.645 5.362 5.937  -0.5774
3 C -0.801 4.439 5.004  0.2547
4 C -1.168 3.105 5.373  -0.2074
5 C -1.333 2.163 4.405  -0.0862
6 C -1.148 2.522 3.054  -0.1887
7 C -0.785 3.825 2.670  -0.1873
8 C -0.608 4.779 3.625  -0.1629
9 S -1.400 1.278 1.804  2.3079
10 O -1.977 1.970 0.647  -0.9808
11 O -2.180 0.253 2.426  -0.9129
12 N 0.024 0.857 1.249  -0.9545
13 C 0.822 -0.030 1.986  0.5331
14 N 0.728 0.049 3.311  -0.5107
15 C 1.505 -0.783 4.002  0.1089
16 C 2.379 -1.660 3.387  -0.3123
17 C 2.393 -1.639 2.004  0.1059
18 N 1.610 -0.833 1.287  -0.4848
19 H -0.780 5.149 6.916  0.4323
20 H -0.392 6.312 5.704  0.4310
21 H -1.314 2.865 6.418  0.2466
22 H -1.611 1.147 4.642  0.2696
23 H -0.658 4.054 1.621  0.2606
24 H -0.331 5.793 3.363  0.2429
25 H 1.428 -0.733 5.082  0.2106
26 H 3.017 -2.321 3.954  0.2494
27 H 3.052 -2.292 1.444  0.2087
28 F -6.685 -2.097 0.387  -0.2263
29 C -5.432 -1.824 0.151  0.4085
30 C -5.113 -0.690 -0.626  0.2652
31 F -6.093 0.052 -1.100  -0.2507
32 C -3.809 -0.395 -0.871  0.3468
33 F -3.476 0.642 -1.620  -0.2787
34 C -2.742 -1.211 -0.344  0.3322
35 O -1.530 -0.948 -0.505  -0.5969
36 C -3.125 -2.378 0.420  0.3446
37 F -2.161 -3.129 0.902  -0.2519
38 C -4.434 -2.666 0.670  0.2647
39 F -4.788 -3.707 1.395  -0.2494
40 N 2.159 -1.809 -2.660  -0.4949
41 C 1.241 -1.334 -1.809  0.2754
42 N 0.946 -0.077 -2.059  -0.5891
43 C 1.727 0.303 -3.155  0.1560
44 C 1.812 1.504 -3.857  -0.2353
45 C 2.686 1.558 -4.921  -0.1926
46 C 3.463 0.449 -5.294  -0.1864
47 C 3.383 -0.746 -4.613  -0.2019
48 C 2.499 -0.791 -3.540  0.0782
49 H 2.523 -2.748 -2.658  0.4412
50 H 0.809 -1.913 -1.010  0.2453
51 H 1.210 2.357 -3.585  0.2056
52 H 2.776 2.474 -5.489  0.2315
53 H 4.135 0.535 -6.136  0.2379
54 H 3.974 -1.604 -4.902  0.2373
55 Cl 0.506 3.465 -1.034  0.0051
56 C -0.625 4.126 -2.259  -0.3843
57 Cl -1.604 2.843 -2.968  0.0329
58 H -0.028 4.594 -3.032  0.2487
59 H -1.276 4.833 -1.760  0.2465

Force components x, y, z for each atom (eV/Å):
Pd -0.1 0.2 0.0
N 0.0 0.0 0.0
C 0.0 0.0 0.0
C 0.0 0.0 0.0
C 0.0 0.0 -0.1
C 0.0 0.0 0.0
C 0.0 -0.1 0.0
C 0.0 0.0 0.0
S 0.1 -0.1 0.1
O 0.0 0.0 -0.1
O 0.0 0.0 0.0
N -0.1 -0.1 0.0
C -0.1 0.1 0.0
N 0.0 0.0 0.0
C 0.0 0.0 0.0
C 0.0 0.0 0.0
C 0.0 0.0 0.0
N 0.0 0.0 0.0
H 0.0 0.0 0.0
H 0.0 0.0 0.0
H 0.0 0.0 0.0
H 0.0 0.0 0.0
H 0.0 0.0 0.0
H 0.0 0.0 0.0
H 0.0 0.0 0.0
H 0.0 0.0 0.0
H 0.0 0.0 0.0
F 0.0 0.0 0.0
C 0.0 0.0 0.0
C 0.0 0.0 0.0
F 0.0 0.0 0.0
C 0.0 0.0 0.0
F 0.0 0.0 0.0
C 0.0 0.0 0.0
O 0.1 0.0 -0.1
C 0.0 0.0 0.0
F 0.0 0.0 0.0
C 0.0 0.0 0.0
F 0.0 0.0 0.0
N 0.0 0.0 0.0
C 0.0 0.0 0.0
N 0.0 0.0 -0.1
C 0.0 0.0 0.0
C 0.0 0.0 0.0
C 0.0 0.0 0.0
C 0.0 0.0 0.0
C 0.0 0.0 0.0
C 0.0 0.0 0.0
H 0.0 0.0 0.0
H 0.0 0.0 0.0
H 0.0 0.0 0.0
H 0.0 0.0 0.0
H 0.0 0.0 0.0
H 0.0 0.0 0.0
Cl 0.0 0.0 0.0
C 0.0 0.0 0.0
Cl 0.0 -0.1 0.1
H 0.0 0.0 0.0
H 0.0 0.0 0.0

* relative energy (zero: lowest compared OMol25 entry of this formula, charge and spin): 0.0 kcal/mol
* maximum force: 0.257 eV/A
* HOMO level (spin up / spin down): -13.52 / -13.50 eV
* HOMO-LUMO gap (spin up / spin down): 8.29 / 4.65 eV
* 2S+1: 5
* charge: +2
* E_LUMO (spin up / spin down): -5.2 / -8.8 eV

A 3-piece molecular cluster, C16H23N3O6 overall. Source: the Open Molecules 2025 dataset; level of theory: wB97M-V/def2-TZVPD.

Each line ends with the natural charge from an NBO analysis.
Atoms and positions in Å:
1 C 2.539 1.711 -1.236  -0.3675
2 C 1.208 1.494 -1.100  -0.2304
3 C 0.081 2.287 -1.879  -0.4791
4 C -1.254 1.482 -1.617  0.2687
5 C -1.415 0.248 -2.405  -0.2306
6 C -2.614 -0.596 -2.193  -0.0228
7 C -2.691 -1.905 -3.032  0.7672
8 O -2.920 -1.908 -4.203  -0.4896
9 O -2.435 -3.103 -2.378  -0.6627
10 C -3.608 -0.151 -1.192  -0.0645
11 C -4.890 -1.025 -0.928  0.7037
12 O -5.802 -0.889 -1.761  -0.6677
13 O -4.998 -1.828 0.066  -0.7258
14 C -3.339 1.091 -0.486  0.0684
15 N -2.200 1.867 -0.695  -0.4632
16 H 3.246 1.091 -0.620  0.2086
17 H 2.994 2.478 -1.910  0.2419
18 H 0.895 0.676 -0.394  0.2090
19 H 0.285 2.169 -2.981  0.2552
20 H -0.010 3.355 -1.562  0.2386
21 H -0.642 -0.055 -3.158  0.2587
22 H -1.768 -2.952 -1.675  0.4882
23 H -4.058 1.453 0.294  0.2520
24 H -2.062 2.716 -0.140  0.4423
25 C -2.868 -4.879 4.405  0.5268
26 O -2.764 -3.990 5.230  -0.6317
27 N -3.253 -4.711 3.119  -0.4284
28 C -3.352 -5.822 2.195  -0.3962
29 C -3.578 -3.375 2.648  -0.4255
30 H -2.646 -5.931 4.656  0.0979
31 H -2.678 -5.649 1.352  0.1903
32 H -4.378 -5.895 1.829  0.2036
33 H -3.079 -6.758 2.683  0.2048
34 H -2.706 -2.728 2.772  0.1962
35 H -4.398 -2.974 3.246  0.2166
36 H -3.870 -3.398 1.599  0.2425
37 C 6.091 3.815 -1.374  0.5344
38 O 5.021 3.749 -1.951  -0.6422
39 N 6.251 3.862 -0.030  -0.4276
40 C 7.561 3.942 0.586  -0.3991
41 C 5.074 3.833 0.820  -0.4167
42 H 7.045 3.844 -1.924  0.1116
43 H 7.706 3.074 1.234  0.1979
44 H 7.623 4.855 1.182  0.1984
45 H 8.345 3.956 -0.170  0.2144
46 H 4.517 2.914 0.631  0.2103
47 H 4.435 4.684 0.578  0.2144
48 H 5.363 3.877 1.869  0.2085

Force components x, y, z for each atom (eV/Å):
C -0.6 -0.2 0.2
C 0.9 0.3 0.0
C -0.5 -1.7 0.7
C 0.6 -1.1 -1.7
C -2.4 0.4 1.8
C 1.4 2.2 1.1
C 0.0 -0.6 0.2
O 0.0 0.4 0.7
O 0.5 1.6 0.0
C 1.9 0.7 -0.1
C -2.7 -2.1 1.4
O 1.5 1.1 -0.5
O 2.2 2.1 -1.2
C -0.3 -1.3 -0.6
N -0.3 -2.1 -1.4
H -0.8 0.7 -0.8
H -0.5 -0.7 0.7
H 0.1 1.0 -0.8
H -0.2 0.6 1.2
H 0.2 -0.9 -0.4
H -0.8 0.5 0.9
H -0.8 -0.1 -0.1
H 0.9 -0.4 -0.9
H -0.1 -0.4 -0.3
C -0.1 0.0 -0.2
O 0.0 0.0 -0.1
N 0.2 -0.3 0.4
C -0.1 0.3 0.0
C 0.0 0.0 0.1
H 0.0 0.0 -0.1
H -0.1 -0.2 -0.1
H 0.1 -0.1 -0.1
H 0.0 0.1 0.0
H -0.1 0.1 0.0
H 0.0 0.1 -0.1
H -0.1 0.0 0.1
C 0.1 0.0 0.2
O 0.0 0.0 0.2
N 0.1 0.0 -0.4
C -0.3 0.0 0.1
C -0.1 0.0 -0.3
H 0.0 0.0 0.1
H 0.2 0.1 0.0
H 0.2 -0.1 0.0
H -0.1 0.0 0.0
H -0.1 0.1 0.1
H -0.1 -0.1 0.1
H 0.1 0.0 -0.1

* relative energy (zero: lowest compared OMol25 entry of this formula, charge and spin): 118.6 kcal/mol
* maximum force: 3.709 eV/A
* HOMO level: -8.10 eV
* HOMO-LUMO gap: 6.48 eV
* 2S+1: 1
* E_LUMO: -1.6 eV

C27H34BrN5O2PtS2Si as an isolated structure. Source: the Open Molecules 2025 dataset; level of theory: wB97M-V/def2-TZVPD.

Each line ends with the Löwdin charge.
Atoms and positions in Å:
1 Pt -0.214 -0.863 -0.242  0.9917
2 O 1.469 2.432 -1.903  0.0467
3 C 1.812 1.989 -3.148  -0.2570
4 C 2.378 2.908 -4.018  0.0085
5 C 2.728 2.524 -5.302  -0.0467
6 C 2.519 1.221 -5.738  -0.0661
7 C 1.977 0.299 -4.863  -0.0242
8 C 1.642 0.664 -3.558  -0.1214
9 C 1.168 -0.405 -2.617  -0.3871
10 O 0.008 0.042 -1.954  -0.3237
11 N 2.202 -0.729 -1.603  0.0620
12 N 1.791 -0.764 -0.315  -0.2083
13 C 2.567 -0.590 0.686  -0.1416
14 C 2.114 -0.681 2.056  -0.5490
15 Br 0.418 -1.536 2.251  0.9380
16 C 2.792 -0.163 3.088  -0.0405
17 C 2.516 -0.077 4.513  -0.2244
18 C 1.709 -0.974 5.221  -0.0605
19 C 1.478 -0.783 6.571  -0.0524
20 C 2.047 0.299 7.231  -0.0410
21 C 2.872 1.180 6.546  -0.0451
22 C 3.115 0.985 5.199  -0.0179
23 H 0.820 1.833 -1.511  0.0169
24 H 2.521 3.924 -3.675  0.1286
25 H 3.165 3.252 -5.972  0.1178
26 H 2.770 0.932 -6.749  0.1125
27 H 1.822 -0.726 -5.181  0.1184
28 H 0.977 -1.314 -3.191  0.1032
29 H 3.162 -0.465 -1.776  0.1645
30 H 3.608 -0.334 0.510  0.1595
31 H 3.713 0.329 2.779  0.1401
32 H 1.313 -1.861 4.745  0.0658
33 H 0.861 -1.486 7.115  0.1159
34 H 1.866 0.440 8.288  0.1193
35 H 3.335 2.008 7.065  0.1189
36 H 3.765 1.668 4.664  0.1224
37 C -4.305 4.287 -1.470  -0.1673
38 Si -3.305 3.661 -0.034  0.5214
39 C -4.151 3.956 1.591  -0.1634
40 C -1.595 4.390 -0.067  -0.1840
41 C -3.250 1.749 -0.262  -0.1895
42 C -4.373 1.094 -0.771  -0.0198
43 C -4.389 -0.278 -1.042  -0.0119
44 C -3.254 -1.014 -0.820  -0.1043
45 N -2.178 -0.409 -0.289  -0.1931
46 C -2.172 0.911 -0.022  -0.6442
47 S -0.572 1.278 0.622  0.7420
48 H -4.293 5.379 -1.473  0.0469
49 H -5.351 3.978 -1.424  0.0369
50 H -3.891 3.950 -2.423  0.0474
51 H -4.335 5.023 1.735  0.0465
52 H -3.538 3.609 2.427  0.0385
53 H -5.114 3.444 1.641  0.0404
54 H -1.693 5.463 -0.250  0.0484
55 H -0.969 3.982 -0.863  0.0251
56 H -1.064 4.267 0.879  0.0277
57 H -5.269 1.668 -0.979  0.1165
58 H -5.272 -0.763 -1.433  0.1244
59 H -3.184 -2.072 -1.020  0.0899
60 C 0.137 -5.728 1.342  -0.0337
61 N -0.257 -4.537 0.597  -0.0431
62 C -0.092 -4.373 -0.710  -0.6969
63 S -0.550 -2.897 -1.518  0.7484
64 N 0.373 -5.385 -1.422  -0.0042
65 C 0.596 -5.416 -2.870  -0.0430
66 H -0.126 -5.582 2.385  0.1003
67 H 1.214 -5.893 1.275  0.1042
68 H -0.395 -6.611 0.985  0.1017
69 H -0.673 -3.773 1.094  0.0560
70 H 0.511 -6.261 -0.940  0.1368
71 H 0.690 -4.404 -3.247  0.0514
72 H -0.234 -5.912 -3.369  0.1032
73 H 1.516 -5.961 -3.068  0.1006

Force components x, y, z for each atom (eV/Å):
Pt 0.1 0.0 1.0
O 0.2 -0.1 0.0
C 0.0 0.1 0.1
C 0.0 0.1 -0.1
C 0.0 0.0 0.0
C 0.0 0.0 0.0
C 0.0 0.0 0.0
C 0.0 -0.2 0.0
C 0.2 0.1 -0.2
O -0.3 0.0 -0.4
N 0.0 -0.2 0.0
N 0.3 -0.1 -0.4
C 0.2 0.0 0.1
C 0.1 0.1 -0.2
Br -0.6 -0.1 -0.1
C 0.0 0.0 0.1
C 0.0 0.0 -0.1
C 0.0 0.0 0.0
C 0.0 0.0 0.0
C 0.0 0.0 0.0
C 0.0 0.0 0.0
C 0.0 0.0 0.0
H -0.1 0.0 0.0
H 0.0 0.0 0.0
H 0.0 0.0 0.0
H 0.0 0.0 0.0
H 0.0 0.0 0.0
H -0.1 0.0 0.1
H 0.0 0.3 0.1
H 0.0 0.0 0.0
H 0.0 0.0 0.0
H 0.0 0.0 0.0
H 0.0 0.0 0.0
H 0.0 0.0 0.0
H 0.0 0.0 0.0
H 0.0 0.0 0.0
C 0.0 0.0 -0.1
Si -0.1 -0.1 0.0
C 0.0 0.0 0.1
C 0.2 -0.1 0.0
C 0.0 0.0 0.0
C 0.0 -0.2 0.0
C -0.1 0.2 0.1
C 0.1 0.1 0.2
N -0.3 0.0 -0.3
C -0.1 0.0 0.1
S 0.2 0.3 -0.1
H 0.0 0.0 0.0
H 0.0 0.0 0.0
H 0.0 0.0 0.0
H 0.0 0.0 0.0
H 0.0 0.0 0.0
H 0.0 0.0 0.0
H 0.0 0.0 0.0
H 0.0 0.0 0.0
H 0.0 0.0 0.0
H 0.0 0.0 0.0
H 0.0 0.0 0.0
H 0.1 0.0 -0.1
C 0.0 0.0 0.0
N 0.1 0.0 0.0
C 0.0 0.0 -0.1
S 0.2 -0.3 0.0
N 0.0 0.0 -0.1
C 0.0 0.0 0.1
H 0.0 0.0 0.0
H 0.0 0.0 0.0
H 0.0 0.0 0.0
H -0.1 0.0 0.0
H 0.0 0.0 0.0
H 0.0 0.0 0.0
H 0.0 0.0 0.0
H 0.0 0.0 0.0

* relative energy (zero: lowest compared OMol25 entry of this formula, charge and spin): 17.0 kcal/mol
* maximum force: 1.004 eV/A
* HOMO level: -13.00 eV
* HOMO-LUMO gap: 5.84 eV
* 2S+1: 1
* charge: +2
* E_LUMO: -7.2 eV

| no. | energy (eV) |
| --- | --- |
| 1 | -121497.99301 |
| 2 | -93176.91851 |
| 3 | -33716.97674 |
| 4 | -142919.70668 |